DFT (ωB97M-V/def2-TZVPD) results for C12H19N5O in the gas phase.

```
! wB97M-V def2-TZVPD RIJCOSX def2/J DEFGRID3
* xyz 0 1
C -0.53985 4.60711 0.97534
C 0.87981 4.54057 0.42294
C 1.79850 3.64310 1.25790
N 1.40306 2.25206 1.24827
C 1.91292 1.40449 0.30349
O 2.81979 1.72141 -0.44362
N 1.38123 0.14040 0.29414
C 0.28986 -0.29540 1.14082
H -0.64212 0.22707 0.87402
H 0.52191 -0.08813 2.19206
C 0.07080 -1.79838 0.97555
N -0.18162 -2.11373 -0.40771
C -1.18683 -2.92280 -0.78205
N -1.36159 -3.10227 -2.10030
C -2.33542 -3.91266 -2.46253
C -3.16005 -4.55463 -1.54882
C -2.89864 -4.29017 -0.21171
N -1.92822 -3.49043 0.18243
H -3.48625 -4.73400 0.58300
H -3.95329 -5.21360 -1.85723
H -2.45623 -4.04588 -3.53078
C 0.62142 -1.43311 -1.40436
H 0.94232 -2.15517 -2.15948
C 1.82172 -0.78604 -0.72793
H 2.40914 -0.21167 -1.44708
H 2.47042 -1.55596 -0.29336
H 0.01645 -0.66970 -1.90947
H 0.95363 -2.34047 1.33531
H -0.79404 -2.12584 1.55459
H 0.50892 2.04812 1.65985
H 2.81014 3.67830 0.84927
H 1.81638 3.98676 2.29672
H 0.86269 4.16491 -0.60159
H 1.30856 5.54376 0.40568
H -0.53080 4.93412 2.01346
H -1.02872 3.63618 0.92262
H -1.13602 5.31167 0.40057
*
```

The value obtained for the highest occupied orbital energy is -8.3380 eV. The value obtained for the gap between HOMO and LUMO is 9.017 eV. For the LUMO energy, the calculation gives 0.6787 eV. The energy above the lowest of the compared OMol25 structures with the same formula, charge and spin is 1.9 kJ/mol. The value obtained for the molar mass is 249.32 g mol⁻¹. Its energy is -22251.42155 eV.

DFT (ωB97M-V/def2-TZVPD) results for a molecular structure, C15H13Cl2F2N3O2Ru.

```
! wB97M-V def2-TZVPD RIJCOSX def2/J DEFGRID3
* xyz 1 2
Ru -0.22807 0.63082 1.23914
O -0.36590 4.58133 -0.92074
C -1.19682 4.35022 -1.85065
C -1.49430 5.36121 -2.81888
C -2.40648 5.10031 -3.79496
C -3.04525 3.84331 -3.84709
C -2.75965 2.83515 -2.91579
C -1.84498 3.06104 -1.92246
C -1.46575 2.03415 -0.92932
O -0.64351 2.42447 0.02875
N -1.93062 0.83516 -1.07258
N -1.41810 -0.01333 -0.10701
C -1.94076 -1.18479 0.02621
C -1.32638 -2.00085 1.06569
C -1.61974 -3.33944 1.27135
C -0.89065 -4.05072 2.20748
C 0.12113 -3.40689 2.90152
C 0.34788 -2.06282 2.66199
N -0.37077 -1.36167 1.78615
H -0.37432 3.57475 -0.32451
H -0.97621 6.30631 -2.73091
H -2.64717 5.85215 -4.53373
H -3.77040 3.64813 -4.62561
H -3.25016 1.87451 -2.98075
H -2.75212 -1.51376 -0.60852
H -2.39606 -3.81008 0.68391
H -1.09703 -5.09754 2.38204
H 0.73013 -3.93029 3.62405
H 1.12008 -1.51800 3.18845
F 1.67962 1.16796 -0.77466
C 1.45113 0.32895 0.29637
F 1.64616 -0.94484 -0.18853
H 2.26058 0.51582 1.02759
Cl 0.64843 2.01526 3.31091
C -0.87244 2.16590 4.23638
Cl -2.10595 1.04803 3.64773
H -1.23049 3.18012 4.11260
H -0.65115 1.93475 5.27090
*
```

The value obtained for the highest occupied orbital energy (alpha / beta) is -10.8076 / -10.8093 eV. The value obtained for the gap between HOMO and LUMO (alpha / beta) is 7.097 / 4.609 eV. For the LUMO energy (alpha / beta), the calculation gives -3.7109 / -6.2000 eV. The energy above the lowest of the compared OMol25 structures with the same formula, charge and spin is 0.0 kJ/mol. The value obtained for the molar mass is 477.26 g mol⁻¹. Its energy is -57385.32439 eV. As for the expectation value of S²: 0.789.

DFT (ωB97M-V/def2-TZVPD) results for a molecular structure, C2H2I2S.

```
! wB97M-V def2-TZVPD RIJCOSX def2/J DEFGRID3
* xyz 0 1
C 0.12940 -0.69912 0.50471
C -0.69179 0.53755 0.58759
S -1.52916 -0.90258 0.02208
I 1.08279 -1.79318 1.95687
I -0.37301 1.94249 -0.92538
H 0.84767 -0.19159 -1.68622
H -0.71096 0.97613 1.60397
*
```

The value obtained for the highest occupied orbital energy (alpha / beta) is -8.6518 / -8.4095 eV. The value obtained for the gap between HOMO and LUMO (alpha / beta) is 7.473 / 7.808 eV. For the LUMO energy (alpha / beta), the calculation gives -1.1792 / -0.6012 eV. The energy above the lowest of the compared OMol25 structures with the same formula, charge and spin is 424.0 kJ/mol. The value obtained for the molar mass is 311.91 g mol⁻¹. Its energy is -29137.36971 eV.

DFT (ωB97M-V/def2-TZVPD) results for C12H14N2S in the gas phase.

```
! wB97M-V def2-TZVPD RIJCOSX def2/J DEFGRID3
* xyz 0 1
N -1.67545 -2.78166 0.78502
S 0.25124 2.71561 -1.23394
C -0.74029 -1.96532 0.32494
C -2.84015 -1.99166 0.86371
C -2.61318 -0.68749 0.51009
C -0.63200 0.51160 -0.19057
C -1.00568 1.52997 -1.03893
C 1.37525 1.93096 -0.20986
C 0.83011 0.70121 0.12702
N -1.28578 -0.66493 0.14452
C -2.33492 1.62890 -1.67673
C 2.78955 2.43460 -0.05897
C 0.60968 -2.30502 -0.17698
C 1.58370 -0.22697 1.06373
C 1.74403 -1.68391 0.72276
H -3.73964 -2.49320 1.28744
H -3.31536 0.14631 0.66950
H -2.18934 2.13000 -2.64996
H -3.03286 2.26950 -1.08680
H -2.83270 0.64098 -1.87282
H 2.84956 2.67840 0.99426
H 3.01142 3.39495 -0.61131
H 3.48951 1.60480 -0.45155
H 0.73859 -2.04718 -1.26595
H 0.76391 -3.34530 -0.10176
H 0.98895 -0.19927 1.98043
H 2.57543 0.13429 1.35671
H 2.07390 -2.18843 1.69687
H 2.56253 -1.87173 0.09913
*
```

The value obtained for the highest occupied orbital energy is -8.1617 eV. The value obtained for the gap between HOMO and LUMO is 8.847 eV. For the LUMO energy, the calculation gives 0.6853 eV. The energy above the lowest of the compared OMol25 structures with the same formula, charge and spin is 75.9 kJ/mol. The value obtained for the molar mass is 218.33 g mol⁻¹. Its energy is -26485.69163 eV.

DFT (ωB97M-V/def2-TZVPD) results for a molecular structure, C25H56BO15Ti.

```
! wB97M-V def2-TZVPD RIJCOSX def2/J DEFGRID3
* xyz 0 4
Ti -0.66103 0.05594 0.09889
O 4.34775 5.12693 -2.18598
C 3.41882 4.40666 -2.49269
O 2.19386 4.42302 -2.04094
B 1.35931 3.55088 -2.84721
O 2.22739 3.03052 -3.89045
C 3.48362 3.37925 -3.63902
O 4.46900 3.12061 -4.31941
O 0.19449 4.23304 -3.46821
C -0.95939 3.77938 -2.81777
O -2.21173 3.97980 -2.89810
C -0.48524 2.53254 -1.93707
O 0.79623 2.49731 -1.97273
O -1.14921 1.86663 -1.12811
C -4.06696 -4.54239 -1.39691
C -3.82670 -4.87771 0.05757
C -3.73986 -6.36181 0.31836
O -2.59517 -4.23917 0.38878
H -3.18149 -4.70941 -2.01022
H -4.38060 -3.50428 -1.50671
H -4.93426 -5.10390 -1.74418
H -4.69518 -4.44150 0.55108
H -4.60843 -6.91293 -0.04213
H -3.43780 -6.67121 1.31892
H -2.97417 -6.70356 -0.37808
H -2.05759 -4.94481 0.75578
C 2.72482 -1.93327 -1.63728
C 3.23467 -0.48163 -1.95578
C 4.66003 -0.69039 -2.75181
O 2.26900 0.13983 -2.84568
H 3.52671 -2.40985 -1.07341
H 2.47746 -2.54599 -2.50416
H 1.78092 -1.92471 -1.09224
H 3.40523 0.10750 -1.05471
H 5.17341 0.26806 -2.82879
H 4.26920 -1.08047 -3.69159
H 5.36813 -1.39460 -2.31502
H 2.36853 1.09456 -2.83208
C -0.59762 4.13395 1.13137
C -0.45802 3.31664 2.36201
C -1.80545 3.39540 3.22497
O -0.45684 1.95929 1.85195
H 0.38398 4.29060 0.68414
H -0.92893 5.12067 1.45499
H -1.45134 3.90933 0.49199
H 0.38457 3.68043 2.95006
H -1.80755 4.28800 3.85055
H -1.76508 2.45731 3.77855
H -2.63296 3.44255 2.51708
H -0.13838 1.33219 2.50534
C 1.52928 -2.73501 3.14386
C 0.42067 -1.81210 2.82477
C -0.31831 -1.24805 4.12092
O 0.94304 -0.72755 1.99193
H 2.06118 -3.12120 2.27436
H 1.18436 -3.59380 3.71971
H 2.17572 -2.19785 3.83789
H -0.20693 -2.47469 2.22878
H -1.15210 -0.61377 3.81993
H 0.35825 -0.66327 4.74413
H -0.70029 -2.03883 4.76656
H 1.68625 -0.37227 2.48490
C 3.07574 2.42136 0.84997
C 4.33964 1.93462 1.52544
C 5.20462 3.05587 2.18265
O 3.96016 1.08534 2.54087
H 2.29928 2.80572 1.51138
H 2.62589 1.53072 0.41122
H 3.36433 3.06762 0.02102
H 4.80908 1.45539 0.66633
H 4.58474 3.53533 2.94026
H 5.61977 3.85113 1.56353
H 5.94944 2.53249 2.78218
H 4.73955 0.56311 2.74442
C -4.13745 -1.37359 2.26925
C -3.71068 -0.59277 1.13022
C -3.42032 0.80614 1.48814
O -2.45102 -1.29307 0.74550
H -4.47763 -2.32509 1.86057
H -5.03420 -0.99889 2.76276
H -3.39905 -1.51333 3.05877
H -4.38887 -0.58857 0.27691
H -4.29403 1.44984 1.59002
H -2.69033 1.30856 0.85349
H -2.93711 0.82822 2.46494
H -2.54454 -2.24809 0.77389
C -2.69658 -1.33664 -2.81901
C -1.28493 -1.60679 -3.17199
C -0.85146 -0.64719 -4.36830
O -0.53153 -1.20466 -2.09048
H -3.54462 -1.67765 -3.41284
H -2.83962 -0.25994 -2.72752
H -2.85681 -1.70208 -1.80468
H -1.11753 -2.64951 -3.44183
H -1.61550 -0.52449 -5.13595
H 0.19570 -0.74592 -4.65430
H -0.82246 0.36834 -3.97338
H 0.38714 -1.15821 -2.36524
*
```

The value obtained for the highest occupied orbital energy (alpha / beta) is -4.7868 / -9.5368 eV. The value obtained for the gap between HOMO and LUMO (alpha / beta) is 4.703 / 9.423 eV. For the LUMO energy (alpha / beta), the calculation gives -0.0836 / -0.1140 eV. The value obtained for the molar mass is 655.39 g mol⁻¹. Its energy is -81338.74188 eV. As for the expectation value of S²: 3.753.

DFT (ωB97M-V/def2-TZVPD) results for 2 unconnected molecules or ions with the total composition C3H8S2.

```
! wB97M-V def2-TZVPD RIJCOSX def2/J DEFGRID3
* xyz 0 1
C 2.33127 -0.16304 -0.76022
C 2.07786 1.06003 -0.34551
H 3.06444 -0.72714 -0.19990
H 1.59914 -0.74985 -1.29382
H 2.64699 1.52630 0.45438
H 1.30866 1.74530 -0.67798
C -2.33847 -1.09112 0.00160
S -2.21315 0.70166 -0.21037
S -1.33769 1.21208 1.59629
H -2.50892 -1.31017 1.05607
H -3.14198 -1.51678 -0.58569
H -1.38190 -1.54507 -0.22847
H -0.10624 0.85780 1.19361
*
```

The value obtained for the highest occupied orbital energy is -9.0654 eV. The value obtained for the gap between HOMO and LUMO is 9.619 eV. For the LUMO energy, the calculation gives 0.5538 eV. The energy above the lowest of the compared OMol25 structures with the same formula, charge and spin is 132.4 kJ/mol. The value obtained for the molar mass is 108.23 g mol⁻¹. Its energy is -24910.02490 eV.